1.
A molecular structure, C15H13F2N3NiO at a distorted geometry, computed with ωB97M-V/def2-TZVPD.

Cartesian coordinates (Å):
Ni  -0.819  1.345  -0.083
C  2.828  -0.272  1.417
C  1.710  0.550  0.879
N  0.682  0.102  0.275
N  0.478  -1.222  0.006
C  -0.791  -1.314  -0.392
O  -1.645  -0.368  -0.393
C  -1.244  -2.664  -0.840
C  -2.445  -2.785  -1.531
C  -2.887  -4.036  -1.938
C  -2.137  -5.168  -1.646
C  -0.937  -5.048  -0.957
C  -0.488  -3.798  -0.558
C  1.675  2.038  1.008
C  2.727  2.760  1.536
C  2.622  4.143  1.627
C  1.472  4.768  1.185
C  0.455  3.976  0.670
N  0.553  2.655  0.587
H  2.605  -1.321  1.245
H  2.947  -0.099  2.489
H  3.778  -0.030  0.934
H  -3.019  -1.891  -1.739
H  -3.820  -4.129  -2.479
H  -2.490  -6.145  -1.953
H  -0.352  -5.930  -0.728
H  0.447  -3.687  -0.026
H  3.615  2.245  1.876
H  3.435  4.722  2.046
H  1.351  5.841  1.233
H  -0.475  4.404  0.318
F  -2.682  2.862  0.213
C  -2.107  2.403  -1.040
F  -3.117  1.755  -1.667
H  -1.925  3.338  -1.576

## Properties
* Kohn-Sham gap (spin up / spin down): 7.504 / 7.510 eV
* largest force on an atom: 0.040 hartree/bohr
* energy relative to the best compared isomer or geometry (same formula, charge and spin): 0.415 eV
* HOMO energy (spin up / spin down): -8.17 / -8.29 eV
* spin multiplicity: 1
* E_LUMO (spin up / spin down): -0.02463 / -0.02857 Eh

***

2.
A molecular structure, C15H13F5N7OsSSe at a distorted geometry, computed with ωB97M-V/def2-TZVPD.

Cartesian coordinates (Å):
Os  -1.060  -0.173  0.212
C  2.241  1.208  -2.842
C  1.319  0.597  -1.848
N  0.199  1.082  -1.462
N  -0.349  2.219  -1.946
C  -1.516  2.654  -1.455
N  -2.087  3.722  -1.950
S  -2.314  1.853  -0.130
C  1.638  -0.719  -1.250
C  2.754  -1.447  -1.625
C  2.927  -2.741  -1.141
C  1.992  -3.274  -0.271
C  0.918  -2.481  0.104
N  0.751  -1.245  -0.373
H  1.946  2.207  -3.153
H  2.303  0.577  -3.732
H  3.249  1.273  -2.428
H  0.072  2.702  -2.732
H  -1.705  4.266  -2.715
H  -2.979  4.036  -1.587
H  3.488  -1.026  -2.297
H  3.780  -3.328  -1.455
H  2.080  -4.281  0.112
H  0.175  -2.853  0.799
F  -1.137  -1.943  -2.136
C  -1.930  -1.093  -1.474
F  -2.391  -0.212  -2.374
C  -3.103  -1.906  -0.856
F  -2.523  -2.806  -0.024
F  -3.820  -1.050  -0.084
F  -3.882  -2.507  -1.694
Se  -2.343  -1.778  3.849
N  -1.444  -0.823  4.956
C  -0.635  0.011  4.321
C  0.275  0.964  4.835
C  1.006  1.694  3.931
C  0.849  1.507  2.541
N  0.009  0.624  2.026
C  -0.715  -0.118  2.894
N  -1.562  -1.024  2.430
H  0.377  1.098  5.906
H  1.717  2.434  4.272
H  1.430  2.102  1.847

## Properties
* ⟨S²⟩: 6.024
* net charge: +3
* Kohn-Sham gap (spin up / spin down): 8.173 / 6.218 eV
* largest force on an atom: 0.026 hartree/bohr
* energy relative to the best compared isomer or geometry (same formula, charge and spin): 0.145 eV
* HOMO energy (spin up / spin down): -18.75 / -18.83 eV
* spin multiplicity: 5
* E_LUMO (spin up / spin down): -0.38872 / -0.46351 Eh